# C37H33IN7O8

A 4-piece molecular cluster, C37H33IN7O8 overall in a non-equilibrium geometry (wB97M-V/def2-TZVPD, the OMol25 dataset).

The geometry in XYZ format:
```
86
Properties=species:S:1:pos:R:3:mulliken_charge:R:1
C 3.17809 3.09418 -0.73737 -0.616
H -4.44444 1.14727 6.99496 0.402
C -0.46864 3.19929 3.48515 -0.885
C 8.90958 -2.08667 -1.67134 -0.266
C -6.22765 2.96682 0.63780 0.119
C 10.86594 -3.21625 -0.90782 0.135
O 12.42982 -2.16826 0.41622 -0.605
N -7.07473 0.19783 5.15766 -0.555
N -4.30378 2.62225 2.23676 0.344
O 12.80241 -4.20820 -0.15683 -0.604
H 8.29652 -1.20179 -1.72270 0.470
H 11.10209 -5.26366 -1.49944 0.447
H -2.44875 -4.14842 -2.79881 0.552
C 2.38673 1.97326 -0.95699 -0.156
H 6.23884 1.68361 -1.05727 0.464
C -7.02161 4.20387 0.15771 -1.280
O -0.95365 2.12558 -0.76998 -0.440
H -3.27979 0.99796 4.80044 0.586
C -1.73708 2.46782 0.02048 -0.464
C -1.88889 -4.63629 -3.58269 -0.306
H 0.81972 -6.60578 -4.05570 0.386
C -6.33583 0.55449 6.21153 -0.330
C -4.98709 0.85564 6.11021 -0.597
H -1.84436 5.17277 0.46811 0.559
N -3.45741 -3.70486 -5.23637 1.024
H 7.58730 -3.25246 -2.88764 0.383
H -3.98097 2.71848 3.18982 0.368
C -3.98063 -1.17079 0.87341 -0.276
H -6.79370 4.37756 -0.88864 0.365
H 5.17643 3.86716 -0.60893 0.391
H -3.95911 -2.18954 0.52010 0.582
C -3.48578 -0.16948 0.02719 -0.026
H -5.44839 2.78282 -0.08992 0.018
O -3.78854 -3.64037 -6.39812 -0.586
C -4.33285 0.78543 4.90005 -0.222
N 12.13261 -3.19613 -0.15816 1.006
C 4.35945 0.66523 -1.23904 0.129
H -8.09219 4.05152 0.21759 0.335
H -5.61543 4.22038 2.26085 0.682
H 10.41087 -1.17436 -0.43902 0.429
C -5.10671 0.41106 3.81735 -0.044
H -6.83237 0.59949 7.16553 0.392
C 4.56263 2.99326 -0.77659 -0.452
H -6.74119 5.10375 0.69377 0.349
C 10.48579 -4.37876 -1.55117 -0.435
C 2.97998 0.74777 -1.21218 -0.665
C -0.46757 -5.89539 -5.61527 -0.426
C -0.56989 4.58787 3.54391 -0.478
C -3.54664 1.11426 0.51331 0.663
C 5.16306 1.76987 -1.02806 -0.393
N -4.53526 0.26421 2.50711 1.389
H -7.02705 -0.17445 3.12954 0.428
C -0.86008 2.51773 2.33900 -0.063
O -4.03181 -3.13561 -4.32362 -0.615
C -2.27852 -4.52022 -4.90465 0.055
C -6.44718 0.12696 3.99365 -0.226
H -0.45049 -5.49525 -2.25173 0.381
C -1.58773 -5.14214 -5.92770 -0.377
H -1.91273 -5.04279 -6.95246 0.455
H -0.26428 5.13252 4.42117 0.459
H 1.30850 2.04940 -0.92595 0.592
C 9.29802 -4.38816 -2.26496 -0.361
H 8.98621 -5.28937 -2.77463 0.366
C -0.05712 -6.01928 -4.29489 -0.440
O -3.10957 2.17456 -0.20200 -0.450
C -0.76910 -5.39315 -3.27985 -0.477
C 8.51302 -3.24407 -2.32715 -0.503
C -1.07027 5.27711 2.44355 -0.695
H -6.93940 2.14738 0.67076 0.278
H -0.74271 1.44229 2.31317 0.597
H -6.36447 2.74761 2.78925 0.247
N -4.46214 -0.99832 2.06687 -1.076
H -0.06014 2.64077 4.31089 0.517
N 4.98776 -0.64091 -1.48928 1.009
O 4.25808 -1.58927 -1.68962 -0.616
C -4.13189 1.30838 1.77720 -1.022
C -1.36546 3.20880 1.24058 0.716
H 2.37367 -0.12878 -1.38519 0.492
C 10.09507 -2.06935 -0.95359 -0.428
H -1.16411 6.34938 2.46499 0.452
H 2.71341 4.05054 -0.53477 0.432
C -5.67347 3.15807 2.05336 -0.797
H 0.08608 -6.38509 -6.40383 0.377
C -1.46343 4.59557 1.29674 -0.317
O 6.20178 -0.69653 -1.47446 -0.595
I -2.72539 -0.58961 -1.83140 0.342
```

Electronic energy   -73799.252 eV
Frontier orbital gap   0.2263 Ha
LUMO   -4.7 eV
Maximum force   2.032 eV/Å
HOMO energy   -10.854 eV
Charge   +1

---

# C37H33N8OOsSSe

C37H33N8OOsSSe as an isolated structure in a non-equilibrium geometry (wB97M-V/def2-TZVPD, the OMol25 dataset).

The geometry in XYZ format:
```
82
Properties=species:S:1:pos:R:3:mulliken_charge:R:1
C -5.67694 2.66923 -1.30082 -1.055
C -3.35694 6.00073 3.56478 -0.539
C -0.68384 5.41993 -0.77902 -0.675
C 4.66886 -5.19837 -1.08702 1.038
H -3.07734 -0.10567 -2.17272 0.121
N 4.26956 -6.99437 0.14418 -0.752
Se 4.48456 -0.10737 -2.36892 -0.125
H 5.53966 -7.26237 -3.67452 0.445
H -1.05244 3.71743 2.60688 0.364
H 4.61886 -3.03337 -1.13722 0.119
N 4.64626 -7.43697 -0.97022 -0.481
C -6.01514 1.33693 -1.49082 -0.553
H -6.79384 1.06673 -2.18562 0.444
H -4.45504 4.05673 -0.23872 0.654
H -2.87064 -3.53687 -1.34902 0.434
H 0.68686 6.42993 0.52748 0.470
N 3.10966 1.52413 1.85048 -0.261
H -0.76874 2.07303 -1.37012 0.234
C 4.91646 -6.39347 -1.80742 0.044
C -0.44444 3.03073 -0.97392 -0.045
H 3.44936 -2.69287 3.17178 0.470
C 5.50826 -5.10797 -3.69662 -0.565
H -3.43914 6.92923 4.10868 0.416
H 5.84516 -5.02887 -4.71852 0.389
C 3.83796 -4.89947 1.28728 -0.817
C 5.24366 -3.93197 -2.98252 -0.463
C 0.97736 -3.30327 -0.13132 -0.593
C -2.12194 5.38433 3.40768 -0.810
C 2.28166 2.36933 1.23088 0.366
H -4.08014 -2.28237 -1.09502 0.305
N 4.27306 -5.64207 0.14588 0.693
C 0.38186 5.49103 0.09698 -0.522
H -6.16944 3.43843 -1.87652 0.434
H -5.61244 -0.68287 -0.92202 0.415
H -3.84614 -0.07507 0.69208 0.694
H 3.84946 1.87253 2.43308 0.228
C -2.01324 4.20043 2.71208 -0.298
H 1.67836 -5.38467 -0.37452 0.497
H -1.24364 5.84123 3.83728 0.436
N 1.33106 1.98903 0.40868 -0.009
C 0.62006 3.07823 -0.07952 -0.532
C -2.22944 -0.77817 -2.31702 -1.127
C -3.09854 -2.62947 -0.78732 -1.271
O -1.10224 -1.46847 -0.32832 -0.849
C -4.48994 5.39873 3.03438 -0.756
H 0.12676 -3.19977 -0.76562 0.578
C 2.88036 -0.16077 -1.75582 0.309
H 4.65176 -4.27677 1.67928 0.484
N 1.79636 -0.22487 -1.29172 -0.444
C -0.98024 0.77773 1.25308 -1.307
C 5.34856 -6.35137 -3.13242 -0.712
C -4.35854 0.69093 0.12748 -0.602
C -3.14134 3.60623 2.11458 0.632
H 2.75196 -1.16577 2.63138 0.450
C -4.71714 3.01753 -0.37442 -0.175
C 4.82046 -3.94987 -1.67182 -0.057
N 2.72426 -4.04977 0.93058 0.247
C 1.74896 -4.40397 0.04128 -0.843
H -5.28794 3.76383 1.93198 0.578
C -4.04964 2.03623 0.37508 0.640
N 1.44166 -2.28297 0.65078 -0.104
S 2.40266 4.08813 1.49768 -0.290
H -5.45924 5.84823 3.19448 0.405
H -2.44864 -1.41037 -3.17542 0.464
C -4.39084 4.22863 2.31608 -0.484
C 3.29846 -2.04867 2.30638 -1.859
C -3.03574 2.40343 1.34428 0.581
C 2.49566 -2.76057 1.28148 0.846
H 4.27816 -1.76117 1.91908 0.328
C 1.03266 4.31593 0.42838 1.075
C -2.05834 -1.59777 -1.08282 1.100
H -1.91094 4.17153 -2.01532 0.427
H -1.19804 6.32293 -1.06632 0.425
H 5.37666 -2.98257 -3.48012 0.243
C -5.34314 0.35393 -0.77962 -0.754
C -1.91834 1.56873 1.38128 0.191
H 3.54606 -5.63777 2.04508 0.276
H -3.09504 -2.87727 0.27158 0.348
Os 0.43816 0.05173 0.04538 1.978
C -1.08564 4.20283 -1.31922 -0.757
H 3.06986 0.54483 1.60978 -0.112
H -1.32724 -0.19287 -2.51072 0.277
```

Electronic energy   -131512.633 eV
Frontier orbital gap (spin up / spin down)   0.2451 / 0.2276 Ha
<S²>   6.060
LUMO (spin up / spin down)   -2.3 / -4.8 eV
Energy relative to the best compared isomer or geometry (same formula, charge and spin)   39.4 kcal per mole
Maximum force   1.406 eV/Å
HOMO energy (spin up / spin down)   -8.962 / -10.983 eV
Charge   +1
2S+1   5

---

# C37H33PtS4Sb2

C37H33PtS4Sb2 as an isolated structure in a non-equilibrium geometry (wB97M-V/def2-TZVPD, the OMol25 dataset).

The geometry in XYZ format:
```
77
Properties=species:S:1:pos:R:3:mulliken_charge:R:1
H -1.52982 0.63222 0.65530 -0.775
H -3.08205 5.05440 5.48035 0.366
C 1.71684 3.66282 -1.51085 -0.598
C 2.80639 0.39257 -3.10256 -0.274
C -2.57883 -5.68274 0.53720 -0.592
C -2.33072 -3.41003 -0.26220 -0.245
C -2.46938 -3.88367 2.11180 -0.807
Sb -2.14503 3.93699 0.47471 0.780
C -0.07230 3.58665 0.11685 0.001
H -1.13611 1.17891 -0.96832 -1.185
H 4.92423 0.50181 -3.50247 0.363
C 0.21393 -2.62874 -1.63919 0.043
H -2.67061 -6.73996 0.32187 0.376
C 2.25683 -3.23000 -2.78473 -0.583
H 0.25128 -2.95385 0.48731 0.395
H 2.03540 3.75003 -2.53954 0.345
C -2.69698 4.28519 4.82242 -0.507
Sb -1.85945 -2.07022 -1.93095 0.740
H -2.66667 -5.94729 2.66674 0.368
C 0.36750 3.71422 -1.20087 -0.456
C -2.16245 3.53624 2.58185 -0.252
C -2.45508 -4.77384 -0.50184 -0.475
Pt -0.16115 0.46298 -2.90245 0.531
C -2.65618 4.50284 3.45094 -0.591
H -3.42645 2.23421 -1.11295 0.539
H -1.31116 1.56453 2.48100 0.109
H -3.31934 -0.82594 -0.11555 0.740
H -2.44629 -5.14208 -1.52154 0.321
C 2.65055 3.47706 -0.50315 -0.430
H -3.36248 -0.00147 -1.67490 0.609
C -1.71055 2.33470 3.12810 0.448
H -3.72274 1.78156 0.56548 0.539
C 4.16792 0.34780 -2.74124 -0.992
H 3.21716 -0.68177 2.87326 0.357
C 0.80308 -3.01379 -0.44061 -0.168
C 2.22621 3.33693 0.80740 -0.299
C 2.17488 -0.03142 -0.83952 1.848
H -1.39297 1.16809 4.89492 0.417
C -2.24344 3.08693 5.34629 -0.417
C 3.54064 -0.09109 -0.46829 1.327
H 2.81669 -3.30728 -3.70792 0.382
C 3.88939 -0.33656 0.88356 -0.748
C 4.53737 0.10542 -1.45197 -1.176
H -2.24841 -1.92797 1.29150 0.261
H 0.80723 -0.56202 2.24602 0.462
C 0.87473 3.40169 1.11783 -0.163
C 2.11414 -3.46395 -0.40492 -0.575
H -2.47018 -3.52421 3.13408 0.388
H 0.56705 3.30547 2.15183 0.384
S -3.20496 0.25368 -4.70509 -0.201
H -3.01925 5.44588 3.05635 0.353
C 2.84991 -3.56123 -1.57672 -0.511
C 0.94865 -2.77139 -2.81218 -0.297
H 5.58139 0.06296 -1.16277 0.348
H -2.27185 2.91354 6.41494 0.370
C 1.77803 0.21623 -2.20033 -0.600
C 2.93374 -0.49636 1.84419 -1.284
H 2.56240 -3.72920 0.54474 0.353
H 0.50435 -2.50250 -3.76535 0.395
C 1.57198 -0.42630 1.48933 -0.907
C 1.21897 -0.20962 0.18957 1.280
S 0.05521 0.00255 -5.03222 -0.352
H 2.94998 3.16628 1.59526 0.355
S -2.07177 1.65076 -3.75809 -0.357
S -1.64930 -0.91821 -5.58846 -0.126
C -1.75010 2.10817 4.49494 -0.721
C -2.94034 2.03552 -0.15634 -1.831
H 3.87896 -3.89627 -1.54753 0.367
C -2.69739 -0.35169 -0.87910 -2.311
H 2.57258 0.57068 -4.14858 0.333
H 0.17700 -0.19341 -0.08924 -1.150
H 3.70333 3.41734 -0.74500 0.312
H -0.34833 3.84700 -2.00711 0.371
C -1.97901 0.86488 -0.31188 3.391
C -2.34643 -2.98396 1.06213 0.325
H 4.94096 -0.38756 1.14237 0.370
C -2.58134 -5.24012 1.85207 -0.405
```

Electronic energy   -98568.567 eV
Frontier orbital gap (spin up / spin down)   0.2323 / 0.2324 Ha
LUMO (spin up / spin down)   2.0 / 2.0 eV
Energy relative to the best compared isomer or geometry (same formula, charge and spin)   48.4 kcal per mole
Maximum force   1.703 eV/Å
HOMO energy (spin up / spin down)   -4.279 / -4.279 eV
Charge   -1

---

# C37H34ClN2O9P2ReS3

C37H34ClN2O9P2ReS3 as an isolated structure (wB97M-V/def2-TZVPD, the OMol25 dataset).

The geometry in XYZ format:
```
89
Properties=species:S:1:pos:R:3:mulliken_charge:R:1
H 2.86866 -3.05642 -4.87805 0.464
H 2.90706 -4.10938 -2.65084 0.456
H -6.15185 -5.21104 0.25010 0.364
S 0.98652 1.89515 0.06982 1.087
C -3.56770 -2.18256 0.84350 -0.447
H 0.18940 -0.04766 -3.44575 0.605
Cl 3.34228 2.32788 2.26374 -0.484
C -3.64639 -1.36393 -3.12808 -0.815
H 4.13451 0.60012 -3.32883 0.466
C -0.86902 0.19813 -1.18476 -0.259
C -4.47330 -0.24507 -3.36622 -0.706
C 3.08096 6.52432 0.84054 -0.574
Re 1.08482 2.01944 2.58106 1.283
H 2.12945 8.37342 1.56153 0.314
N 0.89637 6.66155 1.66882 -0.174
C -0.04069 -1.01545 -0.91175 -0.712
H 2.35066 1.99787 -2.34184 0.587
H 6.16780 -0.98374 -2.58424 0.463
H 0.76647 -3.27779 1.48840 0.466
H 5.67691 -2.34951 -1.57673 0.372
O 1.46303 1.71556 4.61981 -0.538
C 0.77983 -0.93673 -3.26518 -0.574
C -2.16409 -3.79936 1.95244 -0.230
C 2.23088 0.80271 -0.55982 0.600
C 3.73788 0.35568 -2.35081 -0.981
P -1.46924 1.21185 4.43169 0.919
H 2.33465 -0.51723 1.13901 0.748
C -0.51362 1.46587 -0.80263 1.608
H -2.98712 -5.76038 2.16933 0.408
H -3.94169 -2.33707 -3.49795 0.472
O -0.39093 0.03515 4.90659 -0.335
O 1.31827 -0.05381 3.00513 -0.351
H -4.73917 1.84951 -3.07497 0.470
H 1.49859 7.80646 0.00591 0.306
H -1.87240 -2.10057 -2.23316 0.515
H 3.37718 6.37402 -0.19568 0.308
C -2.07959 0.03628 -1.92810 0.886
C -0.07007 -1.69094 0.28164 1.549
C -5.42551 -5.49320 1.01087 -1.529
P 1.11684 0.22339 4.49749 0.664
C 3.72640 -1.04041 -0.40202 -1.332
C -2.37398 -2.52090 1.45504 0.228
H 1.50058 -1.01973 -5.26055 0.463
H 4.93953 -2.10418 -3.16174 0.253
H -0.03141 6.95570 1.91985 0.190
H -5.39346 -0.36663 -3.92243 0.417
H -5.96309 -5.62115 1.95240 0.303
C 1.51502 -1.48002 -4.28116 -0.979
C -2.90773 1.15595 -2.17417 0.565
O 1.93792 -0.76565 5.36902 -0.448
H -5.00355 -6.46113 0.74105 0.387
O -1.74619 2.17730 5.48419 -0.731
C 1.88298 7.49121 0.97483 -0.489
H -3.72473 -1.16501 0.51116 0.622
C -4.54626 -3.15339 0.69175 -1.113
C 0.76634 -1.53294 -1.98068 0.591
N 2.55588 5.28114 1.40653 0.224
C -3.14772 -4.75934 1.78741 -0.994
O -2.67887 0.29354 4.01559 -0.491
O -0.82232 1.72074 3.11183 -0.308
C 1.32309 5.41140 1.83669 0.614
C 1.54600 -2.69192 -1.76750 1.203
S 0.26877 4.25294 2.56177 -0.524
C -4.11288 0.98412 -2.89736 -0.983
H 3.01958 4.38323 1.37062 -0.012
O 1.33173 3.26540 -0.35841 -0.687
C 4.24278 -0.74644 -1.66030 1.191
O -1.78897 0.04394 1.34773 -0.518
H -1.02707 3.56225 -0.68401 0.601
C 5.31907 -1.59421 -2.27428 -1.682
C -2.51783 2.42898 -1.69324 -1.100
H -3.16121 3.28068 -1.87448 0.427
C 2.31374 -3.22085 -2.83068 -0.919
H 2.17595 -4.16750 -0.31821 0.445
C 0.76242 -2.81415 0.50931 -1.211
C 2.29362 -2.63437 -4.06423 -0.793
H -5.48208 -2.89467 0.21017 0.354
C -2.48526 -1.23034 -2.42468 -0.829
C 1.54560 -3.30272 -0.48708 -1.459
H -1.24702 -4.04615 2.47376 0.419
C 2.73472 1.13687 -1.81043 -0.859
C -1.34337 2.58883 -1.02885 -1.431
H 3.94553 6.85974 1.41084 0.340
S -1.13325 -1.24509 1.67744 1.163
H 4.11435 -1.88716 0.15079 0.393
H 1.95628 -0.58863 6.32005 0.357
H -3.48852 0.56053 4.46985 0.370
C 2.72306 -0.27055 0.16205 0.012
C -4.35083 -4.45179 1.15272 1.089
```

Electronic energy   -126068.173 eV
Frontier orbital gap (spin up / spin down)   0.2825 / 0.2331 Ha
<S²>   3.772
LUMO (spin up / spin down)   -2.8 / -4.2 eV
Energy relative to the best compared isomer or geometry (same formula, charge and spin)   22.4 kcal per mole
Maximum force   0.482 eV/Å
HOMO energy (spin up / spin down)   -10.500 / -10.493 eV
Charge   +1
2S+1   4